Record 1
{"formula": "C5H10O2", "method": "the ωB97M-V functional and the def2-TZVPD basis", "symbols": ["C", "C", "C", "O", "C", "C", "O", "H", "H", "H", "H", "H", "H", "H", "H", "H", "H"], "positions_angstrom": [[1.9192, -1.3356, 0.0656], [0.5415, -0.9156, 0.5648], [0.2074, 0.5198, 0.1764], [0.4488, 0.6367, -1.2154], [-1.2624, 0.8914, 0.5296], [-2.1083, 0.7778, -0.7170], [-2.2550, 1.7008, -1.4868], [2.1654, -2.3510, 0.3906], [1.9474, -1.3003, -1.0259], [2.6940, -0.6563, 0.4412], [-0.2277, -1.5836, 0.1539], [0.4820, -0.9966, 1.6585], [0.8840, 1.1935, 0.7261], [0.0993, 1.4839, -1.5247], [-1.3310, 1.9249, 0.8834], [-1.6451, 0.2240, 1.3105], [-2.5594, -0.2137, -0.9308]], "forces_ev_per_angstrom": [[0.059, -0.020, -0.012], [-0.063, -0.033, 0.025], [0.020, -0.101, 0.264], [-0.011, 0.260, -0.109], [-0.059, 0.058, -0.018], [-0.035, 0.237, -0.177], [-0.034, -0.428, 0.356], [-0.028, 0.142, -0.032], [0.047, -0.036, 0.159], [-0.100, -0.115, -0.035], [0.091, 0.080, 0.022], [-0.002, 0.023, -0.164], [-0.118, -0.084, -0.078], [0.081, -0.119, -0.008], [0.041, -0.124, -0.093], [0.095, 0.099, -0.095], [0.016, 0.162, -0.004]]}

Record 2
{"formula": "H4O2P2S4", "method": "the ωB97M-V functional and the def2-TZVPD basis", "symbols": ["O", "O", "P", "P", "S", "S", "S", "S", "H", "H", "H", "H"], "positions_angstrom": [[2.5694, -1.4384, 0.4009], [-1.8874, 0.4927, 0.6823], [0.1466, -2.7900, -0.5155], [-1.4491, 1.5553, -0.2187], [1.1861, 0.4272, -1.2608], [0.5823, 2.4207, -0.1004], [1.2106, -0.9442, 0.3004], [1.1288, 2.5589, 1.7148], [-0.7886, -2.4284, 0.3715], [0.8165, -3.5951, 0.4716], [-1.2210, 1.0138, -1.4973], [-2.2944, 2.7276, -0.3486]], "forces_ev_per_angstrom": [[1.567, -0.300, 0.426], [-0.050, -0.168, 1.009], [1.396, 0.230, -0.761], [-0.286, 0.373, -1.271], [-0.030, 0.709, 0.096], [-0.200, -1.207, -0.987], [-0.714, -0.315, 0.184], [0.074, -0.121, 0.472], [-1.769, 0.193, 1.066], [-0.080, 0.462, -0.333], [-0.442, 0.730, -0.170], [0.534, -0.587, 0.270]]}

ΔE to the lowest compared entry with this formula, charge and spin per entry: 1.419; 0.000 eV
E_HOMO per entry: -9.9731; -8.8781 eV